{
  "formula": "C32H24BF51N2O10PS",
  "method": "the ωB97M-V functional and the def2-TZVPD basis",
  "e_homo_ev": -6.45,
  "gap_ev": 8.212,
  "charge": -1,
  "e_lumo_ev": 1.76,
  "symbols": ["S", "P", "F", "F", "F", "F", "F", "F", "F", "F", "F", "F", "F", "F", "F", "F", "F", "F", "F", "F", "F", "F", "F", "F", "F", "F", "F", "F", "F", "F", "F", "F", "F", "F", "F", "F", "F", "F", "F", "F", "F", "F", "F", "F", "F", "F", "F", "F", "F", "F", "F", "F", "F", "O", "O", "O", "O", "O", "O", "O", "O", "O", "O", "N", "N", "C", "C", "C", "C", "C", "C", "C", "C", "C", "C", "C", "C", "C", "C", "C", "C", "C", "C", "C", "C", "C", "C", "C", "C", "C", "C", "C", "C", "C", "C", "C", "C", "B", "H", "H", "H", "H", "H", "H", "H", "H", "H", "H", "H", "H", "H", "H", "H", "H", "H", "H", "H", "H", "H", "H", "H", "H"],
  "coordinates": [[0.578, 1.586, -5.936], [0.293, -0.661, -2.635], [1.871, -9.774, 1.618], [-4.271, -9.514, 4.029], [1.787, -3.443, 1.333], [-3.179, 3.298, -7.340], [-3.621, -12.436, 0.426], [1.470, -2.069, -4.534], [-2.289, 2.468, -4.920], [6.255, -1.464, -1.730], [-0.644, 7.558, 6.538], [2.519, -2.529, -1.319], [-2.168, -12.481, -1.191], [2.740, -0.435, -4.006], [4.781, 4.828, -2.186], [-6.249, 4.541, -4.200], [3.176, 4.966, 0.954], [-8.591, 3.300, -4.972], [1.156, 6.379, 0.048], [4.984, 3.924, 0.365], [2.524, -3.631, -3.139], [0.762, -7.930, 1.920], [-1.980, -9.716, -1.100], [4.720, -2.361, -4.066], [4.444, -0.591, -1.002], [4.937, 6.434, -0.732], [1.956, 1.047, -0.298], [1.649, 10.884, 4.480], [-2.258, -12.110, 2.750], [-3.461, -12.045, 4.551], [0.603, 8.308, -0.735], [1.821, 10.526, 6.617], [1.165, 8.566, 8.519], [-1.387, -10.667, 0.738], [3.322, -8.570, -0.419], [-4.170, 1.548, -5.485], [-5.006, 4.082, -6.477], [1.438, -4.383, 3.847], [-7.266, 3.585, -2.557], [0.563, -5.226, 1.393], [-0.331, 7.170, 9.251], [5.259, -0.016, -2.913], [3.580, -7.602, 1.489], [3.451, 8.947, 5.086], [-4.822, -10.919, 2.467], [1.936, 7.742, 6.057], [-2.254, 8.404, 7.688], [-0.558, 1.730, -0.677], [3.409, 7.646, 1.291], [2.351, -6.283, 3.344], [1.464, 8.405, 1.899], [4.824, -3.366, -2.186], [-6.877, 2.240, -5.790], [-0.629, 2.788, -2.573], [2.508, 7.442, -1.403], [-5.464, 2.611, -3.348], [-0.280, -2.309, -2.576], [2.998, 1.796, -2.030], [2.302, -6.651, -0.102], [-2.546, -2.612, -1.870], [-0.778, 9.785, 6.831], [-0.822, -2.451, -0.158], [-3.364, -9.603, 0.595], [0.907, 1.093, -2.537], [-0.468, -0.433, -4.258], [-3.769, -10.274, 3.016], [-0.155, 8.401, 8.721], [2.117, 8.701, 5.131], [2.302, -4.983, 2.990], [-7.507, 2.555, -4.644], [2.324, 8.304, 0.850], [5.020, -1.043, -2.100], [-0.142, 1.906, -1.949], [2.884, 6.138, -1.863], [-3.609, 2.714, -5.091], [1.994, 1.296, -1.622], [4.324, -2.249, -2.789], [-3.183, -9.291, 1.979], [2.763, -2.383, -2.631], [1.473, -8.630, 1.013], [-0.939, 8.528, 7.413], [3.821, 4.434, -0.108], [-3.725, 3.769, -6.193], [1.830, -4.782, 1.549], [2.721, -5.393, 0.441], [1.654, 7.570, -0.312], [-2.800, -11.273, 3.652], [1.360, 9.987, 5.466], [-6.592, 3.341, -3.704], [-3.094, -11.709, -0.577], [-0.180, 9.896, 5.537], [-4.162, 3.093, -3.699], [1.902, -1.349, -3.433], [-0.125, 0.524, -4.922], [2.683, -7.837, 0.517], [4.106, 5.469, -1.196], [-2.446, -10.427, -0.052], [-1.188, -2.462, -1.517], [3.778, -5.395, 0.710], [2.026, 5.467, -1.920], [-0.488, 9.149, 9.444], [-3.745, -8.366, 2.108], [-2.537, -3.202, -2.634], [3.176, 6.307, -2.899], [3.226, 3.607, -0.501], [-0.582, 9.158, 4.842], [-7.843, 1.630, -4.172], [-2.149, -9.024, 2.201], [0.752, -0.838, -1.292], [-0.972, -0.229, -2.070], [2.634, 9.307, 0.552], [2.656, -4.712, -0.407], [-0.543, 10.856, 5.169], [-3.193, 4.683, -5.915], [0.809, -8.884, 0.183], [-3.889, -11.475, -1.288], [-3.503, 2.599, -2.984], [3.291, -4.541, 3.142], [-1.994, -10.754, 4.179], [1.815, 8.310, 4.157], [-4.055, 4.158, -3.488], [-1.103, -1.591, 0.184]]
}

=====

{
  "formula": "C32H24Br2F5N3O3SSiV",
  "method": "the ωB97M-V functional and the def2-TZVPD basis",
  "e_homo_ev": [-1.17, -2.04],
  "gap_ev": [4.493, 5.361],
  "charge": -2,
  "de_lowest_kj_mol": 152.8,
  "multiplicity": 4,
  "e_lumo_ev": [3.32, 3.32],
  "symbols": ["Br", "Br", "V", "S", "Si", "F", "F", "F", "F", "F", "O", "O", "O", "N", "N", "N", "C", "C", "C", "C", "C", "C", "C", "C", "C", "C", "C", "C", "C", "C", "C", "C", "C", "C", "C", "C", "C", "C", "C", "C", "C", "C", "C", "C", "C", "C", "C", "C", "H", "H", "H", "H", "H", "H", "H", "H", "H", "H", "H", "H", "H", "H", "H", "H", "H", "H", "H", "H", "H", "H", "H", "H"],
  "coordinates": [[-3.680, -0.733, 6.033], [3.225, 6.150, -5.726], [0.999, 1.474, -0.668], [3.268, -2.251, -0.841], [0.168, 2.814, 2.259], [2.329, -5.833, -4.384], [1.507, -7.661, -2.532], [2.251, -4.526, 0.880], [1.487, -6.955, 0.110], [3.113, -3.397, -3.653], [-0.657, 1.897, -1.426], [5.110, 1.386, -1.194], [2.894, 1.232, -0.950], [-0.020, -0.249, -0.083], [-4.700, -2.743, 0.377], [-4.575, -2.022, -0.726], [-3.981, -1.330, 4.245], [-4.415, -2.205, 1.607], [-3.811, 0.015, -1.672], [3.760, 2.772, -2.544], [3.977, 1.703, -1.485], [3.443, 4.769, -4.432], [2.451, 3.817, -4.286], [-3.563, -1.110, -0.883], [2.719, -4.235, -2.680], [4.750, 3.730, -2.729], [-1.597, 0.925, -1.352], [-4.052, -2.690, 3.975], [0.388, -1.311, 0.588], [4.595, 4.741, -3.664], [-2.219, -1.256, -0.369], [-1.648, 2.398, 2.013], [-2.866, 1.022, -1.878], [1.007, 1.435, 3.222], [2.316, -5.495, -3.079], [-1.735, -2.382, 0.320], [-1.288, -0.219, -0.599], [-4.273, -3.114, 2.681], [0.254, 4.361, 3.348], [1.014, 3.086, 0.632], [2.742, -3.815, -1.339], [2.617, 2.822, -3.332], [-4.338, -0.828, 1.926], [2.296, -4.798, -0.437], [-0.441, -2.417, 0.786], [-4.128, -0.403, 3.226], [1.898, -6.427, -2.148], [1.891, -6.062, -0.815], [0.510, 3.888, 0.081], [-3.126, 1.908, -2.447], [-1.781, 1.389, 1.612], [5.647, 3.663, -2.128], [-2.391, -3.230, 0.467], [1.847, 2.067, -3.223], [5.358, 5.496, -3.799], [0.990, 0.493, 2.669], [2.052, 1.681, 3.424], [-4.072, 0.656, 3.443], [-0.214, 5.213, 2.848], [-4.808, 0.114, -2.083], [1.411, -1.318, 0.942], [-4.455, -0.087, 1.149], [-0.043, -3.282, 1.299], [1.564, 3.848, -4.902], [-2.113, 3.091, 1.307], [-2.192, 2.452, 2.959], [-0.256, 4.207, 4.302], [-4.341, -4.171, 2.456], [1.293, 4.628, 3.557], [2.064, 3.362, 0.794], [-3.934, -3.410, 4.775], [0.508, 1.262, 4.179]]
}